(1)
{
  "formula": "C2H4IN2",
  "method": "wB97M-V/def2-TZVPD",
  "e_homo_ha": [-0.4079, -0.5213],
  "orbital_gap_ev": [5.9626, 4.9559],
  "lumo_ha": [-0.18883, -0.33916],
  "charge": 1,
  "de_lowest_kj_mol": 128.5,
  "spin_multiplicity": 3,
  "species": ["C", "C", "N", "N", "I", "H", "H", "H", "H"],
  "coordinates": [[0.999, -1.586, 0.031], [-0.625, 0.338, -0.143], [0.362, -0.498, 0.143], [-0.315, 1.642, -0.030], [-2.705, -0.055, -0.176], [0.851, -2.356, -0.831], [1.793, -1.853, 0.663], [0.587, 1.939, 0.315], [-0.947, 2.427, 0.028]],
  "atomic_forces_ev_per_a": [[-0.8793, -2.5599, -3.0208], [5.8754, -0.9502, 3.1772], [-2.7526, 2.3790, -1.0728], [-0.4284, 1.2379, -0.4028], [-2.1721, -0.6252, -0.6022], [-0.0635, 1.5537, 1.3452], [0.8164, 0.0686, 1.2119], [0.2977, -0.6539, -0.3072], [-0.6936, -0.4499, -0.3284]],
  "lowdin_spin": [0.32, 0.31, 0.09, 0.11, 1.11, 0.02, 0.02, 0.00, 0.01]
}

***

(2)
{
  "formula": "C21H57F2NO9S8Zr",
  "method": "wB97M-V/def2-TZVPD",
  "e_homo_ha": -0.4186,
  "orbital_gap_ev": 7.5161,
  "lumo_ha": -0.14239,
  "charge": 2,
  "species": ["Zr", "F", "F", "C", "O", "H", "H", "H", "H", "N", "C", "C", "C", "C", "H", "H", "H", "H", "H", "C", "S", "O", "C", "H", "H", "H", "H", "H", "H", "C", "S", "O", "C", "H", "H", "H", "H", "H", "H", "C", "S", "O", "C", "H", "H", "H", "H", "H", "H", "C", "S", "O", "C", "H", "H", "H", "H", "H", "H", "C", "S", "O", "C", "H", "H", "H", "H", "H", "H", "C", "S", "O", "C", "H", "H", "H", "H", "H", "H", "C", "S", "O", "C", "H", "H", "H", "H", "H", "H", "C", "S", "O", "C", "H", "H", "H", "H", "H", "H"],
  "coordinates": [[-0.200, -0.286, -0.426], [1.265, -1.907, -0.349], [-2.097, -1.397, -0.510], [-5.317, -2.400, -1.815], [-4.758, -1.796, -0.698], [-4.777, -2.385, -2.762], [-5.466, -3.479, -1.771], [-6.334, -2.049, -1.990], [-3.820, -1.900, -0.874], [2.946, -4.023, 0.884], [3.733, -4.817, 1.770], [4.071, -6.001, 1.099], [3.391, -5.988, -0.123], [2.862, -4.724, -0.291], [2.398, -3.206, 1.112], [3.905, -4.536, 2.799], [4.782, -6.708, 1.501], [3.416, -6.777, -0.860], [2.323, -4.285, -1.117], [-4.300, 1.475, 0.842], [-2.671, 1.358, 1.690], [-1.624, 0.943, 0.669], [-2.580, 3.141, 2.180], [-4.418, 2.403, 0.282], [-5.183, 1.569, 1.474], [-4.401, 0.538, 0.295], [-1.597, 3.355, 2.600], [-3.386, 3.455, 2.842], [-2.548, 3.666, 1.226], [1.297, 4.434, -1.696], [-0.150, 3.764, -0.680], [0.058, 2.328, -0.277], [0.212, 4.919, 0.804], [2.288, 4.315, -1.257], [1.197, 5.512, -1.829], [1.061, 3.978, -2.657], [0.953, 5.681, 0.563], [0.503, 4.296, 1.650], [-0.669, 5.538, 0.972], [0.136, -1.909, 4.082], [-1.036, -1.923, 2.663], [-0.447, -1.171, 1.526], [-0.943, -3.655, 2.192], [-0.493, -2.276, 4.893], [0.381, -0.876, 4.332], [1.016, -2.526, 3.901], [-0.047, -4.001, 1.676], [-1.748, -3.719, 1.459], [-1.278, -4.314, 2.993], [-0.421, 3.377, 5.333], [0.901, 2.331, 4.540], [0.317, 1.895, 3.167], [2.149, 3.702, 4.209], [-0.878, 4.150, 4.714], [-0.042, 3.806, 6.260], [-1.215, 2.696, 5.638], [3.090, 3.219, 3.944], [2.206, 4.259, 5.144], [1.842, 4.379, 3.412], [-3.322, 0.327, -3.620], [-2.585, 1.603, -2.508], [-1.322, 0.893, -1.913], [-2.040, 2.780, -3.867], [-4.060, -0.253, -3.067], [-2.480, -0.164, -4.109], [-3.903, 0.742, -4.444], [-1.781, 3.813, -3.633], [-2.956, 2.871, -4.450], [-1.286, 2.326, -4.511], [1.793, 0.969, -4.367], [2.378, 1.011, -2.612], [1.294, 0.542, -1.670], [3.597, -0.371, -2.809], [1.285, 1.924, -4.505], [1.046, 0.208, -4.594], [2.625, 0.944, -5.071], [4.398, -0.291, -2.075], [4.206, -0.159, -3.688], [3.111, -1.341, -2.915], [-1.520, -2.945, -4.228], [-0.119, -2.626, -3.093], [-0.271, -1.299, -2.376], [-0.625, -3.896, -1.874], [-2.461, -2.730, -3.721], [-1.671, -3.871, -4.783], [-1.433, -2.293, -5.097], [-1.689, -3.756, -1.682], [-0.020, -4.125, -0.996], [-0.731, -4.863, -2.364], [3.292, -0.351, 2.740], [2.798, 0.362, 1.122], [1.277, 0.411, 1.059], [3.207, 2.139, 1.334], [3.105, -1.424, 2.787], [2.744, 0.150, 3.537], [4.369, -0.184, 2.703], [2.303, 2.688, 1.597], [3.573, 2.490, 0.369], [4.020, 2.302, 2.041]],
  "atomic_forces_ev_per_a": [[-1.0927, -1.9868, 0.6715], [-1.0204, 1.0144, -0.0887], [1.3174, 0.3901, -0.0671], [-1.8204, -1.2594, -0.9886], [0.2550, -0.0134, -0.5658], [0.5070, 0.9893, -0.1229], [0.0887, -0.4310, 0.9051], [0.0938, 0.4348, -0.0464], [0.9368, 0.4698, 0.9445], [1.6759, -1.6957, 1.1185], [-0.7364, -0.0289, -1.2909], [-0.4424, 1.5428, 1.8079], [0.7201, 0.6177, -1.1719], [-1.3813, -0.2763, 0.1245], [0.2165, 0.0177, -0.3939], [0.1296, 0.1707, -0.1799], [-0.3705, -0.2535, -0.0803], [0.0644, 0.2030, -0.1044], [0.0189, -0.1349, 0.0272], [0.1865, 0.2287, -0.1205], [-0.6915, -0.7096, 1.0738], [-1.9264, 1.5718, 0.9843], [1.3456, -0.2609, -1.4786], [0.6558, -0.2475, -0.7069], [0.4888, -0.4622, 0.9633], [0.0357, 0.1747, -0.3638], [-0.1142, -0.5149, 0.3616], [-0.1091, -0.4047, -0.2326], [-0.5804, 0.3592, 0.0052], [-1.2460, -0.2301, 0.2378], [1.1928, 0.6532, 0.8464], [1.0841, 2.6802, -0.1667], [-0.3210, -0.1853, -0.9018], [-0.1470, -0.7453, -0.1290], [-0.5438, 0.0505, 0.1400], [0.8771, -0.1480, -0.0976], [0.4312, -0.4889, -0.1611], [-0.2180, 0.0222, -0.0750], [-0.3435, -0.5430, 0.3031], [-0.5932, 0.1140, -0.6319], [-0.0220, -0.6074, 0.8798], [0.4023, -0.4281, 0.2783], [-0.9460, -0.1535, -0.4649], [0.2134, -0.3172, 0.0802], [0.0411, 0.0254, -0.3195], [-0.1034, 0.0471, 0.0664], [0.3562, 0.3656, 0.4512], [-0.0648, 0.0545, -0.2024], [0.3690, 0.1516, 0.2649], [0.2949, -0.5953, 0.3412], [-1.2607, 1.2910, -2.0634], [1.0035, 0.7375, 2.1958], [-0.8028, -0.7323, 0.4546], [0.4952, -0.0661, -0.3079], [0.2279, 0.0846, -0.1051], [0.0812, -0.2207, -0.1766], [-0.0881, 0.1171, 0.2422], [0.3155, -0.0655, -0.0296], [-0.2704, -0.2155, 0.0286], [0.0328, 0.8503, -0.3331], [1.8382, -0.8551, 0.1555], [-2.3468, 1.7695, -2.2297], [-0.6412, -0.7398, -0.1244], [0.7061, -0.3750, 0.3078], [-0.1053, -0.4913, 0.5512], [0.0336, 0.6653, 0.1543], [0.2049, -0.3539, 0.8496], [-0.0797, -0.0951, -0.0916], [0.0436, -0.1518, 0.2196], [-0.7492, 0.6301, 0.4752], [0.6796, -1.3252, -0.7136], [1.5055, 0.5378, -1.1584], [0.3590, 0.8161, -0.1973], [0.0249, 0.1029, -0.0046], [0.3094, -0.3393, 0.3795], [0.1324, -0.1416, 0.3514], [-0.6954, -0.3558, 0.7729], [-0.5295, 0.1511, -0.5310], [-0.0065, 0.1451, 0.3653], [-0.8367, 1.1676, -0.3882], [0.3970, -1.6366, 1.1755], [-0.5820, -0.9797, -1.7606], [-1.0153, -1.0811, -0.7683], [0.0607, 0.1217, 0.1502], [0.8896, -0.7620, 0.9069], [0.1975, 0.6797, 0.3026], [0.1529, 0.7978, 0.6903], [0.1682, 1.0228, -0.1477], [0.6722, -0.0662, -0.7310], [-0.3789, 0.6360, -0.7546], [-0.8686, 0.1506, -0.0550], [1.1632, 0.0324, -0.0146], [0.3848, -0.2926, -0.0695], [-0.0898, 0.1094, -0.4011], [0.3131, 0.1070, 0.0336], [0.0372, 0.0435, 0.5294], [-0.0305, -0.3852, 0.1226], [-0.1177, -0.1141, -0.0991], [-0.0988, -0.1533, 0.1176]],
  "mulliken_charge": [-0.32, -0.33, -0.14, -0.69, -0.44, 0.13, 0.27, 0.39, 0.15, 0.28, -0.49, -0.46, -0.89, -0.22, 0.00, 0.37, 0.42, 0.39, 0.41, -0.86, 0.36, -0.13, -0.50, 0.34, 0.48, 0.14, -0.35, 0.57, 0.27, -1.08, 0.45, 0.21, -1.08, 0.33, 0.52, 0.18, 0.47, -0.08, 0.51, -0.57, 0.35, -0.86, -0.68, 0.53, -0.11, 0.24, 0.12, 0.19, 0.49, -1.09, 0.43, -0.60, -0.86, 0.30, 0.46, 0.36, 0.25, 0.50, 0.20, -0.74, 0.31, 0.44, -1.15, 0.09, 0.15, 0.60, 0.34, 0.51, 0.29, -0.81, 0.42, -0.11, -1.08, 0.19, 0.15, 0.52, 0.36, 0.56, 0.24, -0.86, 0.39, -0.01, -0.85, 0.05, 0.46, 0.40, 0.21, 0.00, 0.64, -0.60, 0.57, 0.43, -0.39, -0.01, 0.05, 0.55, -0.42, 0.31, 0.56]
}

***

(3)
{
  "formula": "C25H37F6NO21",
  "method": "wB97M-V/def2-TZVPD",
  "smiles": "O=C1OC[C@@H](F)O1.O=C1OC[C@@H](F)O1.O=C1OC[C@@H](F)O1.O=C1OC[C@@H](F)O1.O=C1OC[C@@H](F)O1.O=C1OC[C@@H](F)O1.CCCC#N.CO.CO.CO",
  "e_homo_ha": -0.3552,
  "orbital_gap_ev": 9.4124,
  "lumo_ha": -0.00928,
  "species": ["C", "O", "H", "H", "H", "H", "C", "O", "H", "H", "H", "H", "C", "O", "H", "H", "H", "H", "C", "C", "O", "C", "O", "O", "F", "H", "H", "H", "C", "C", "O", "C", "O", "O", "F", "H", "H", "H", "C", "C", "O", "C", "O", "O", "F", "H", "H", "H", "C", "C", "O", "C", "O", "O", "F", "H", "H", "H", "C", "C", "O", "C", "O", "O", "F", "H", "H", "H", "C", "C", "O", "C", "O", "O", "F", "H", "H", "H", "C", "C", "C", "C", "N", "H", "H", "H", "H", "H", "H", "H"],
  "coordinates": [[0.830, 4.295, -2.924], [1.572, 3.889, -1.795], [0.256, 3.472, -3.347], [0.146, 5.124, -2.741], [1.542, 4.709, -3.638], [2.092, 3.126, -2.058], [4.376, -3.074, 0.918], [3.292, -2.650, 0.041], [5.287, -3.199, 0.332], [4.655, -2.315, 1.648], [4.028, -4.002, 1.370], [2.759, -2.036, 0.551], [3.976, 1.407, -1.702], [3.208, 1.885, -2.680], [4.896, 1.971, -1.551], [3.558, 1.415, -0.695], [4.298, 0.379, -1.865], [3.675, 1.536, -3.442], [5.126, 1.298, 2.398], [6.095, 2.321, 3.065], [5.851, 3.447, 2.332], [5.353, 3.081, 1.084], [5.235, 3.760, 0.092], [5.219, 1.757, 1.085], [7.438, 1.973, 2.897], [4.107, 1.450, 2.753], [5.395, 0.257, 2.582], [5.944, 2.409, 4.140], [1.924, -3.302, -5.756], [1.483, -2.322, -4.685], [0.416, -1.688, -5.367], [0.687, -1.652, -6.618], [0.080, -1.016, -7.439], [1.694, -2.491, -6.918], [2.401, -1.384, -4.403], [1.263, -4.163, -5.656], [2.938, -3.700, -5.787], [1.187, -2.771, -3.736], [-4.030, -4.190, 0.799], [-2.585, -3.956, 1.316], [-2.398, -5.336, 1.657], [-3.126, -6.206, 0.910], [-2.946, -7.410, 0.872], [-4.024, -5.487, 0.268], [-2.705, -3.272, 2.404], [-4.296, -3.552, -0.044], [-4.823, -4.085, 1.539], [-1.741, -3.618, 0.715], [-5.497, -0.108, -0.792], [-4.507, -0.327, 0.367], [-3.325, -0.812, -0.352], [-3.622, -1.036, -1.635], [-2.773, -1.444, -2.416], [-4.929, -0.811, -1.862], [-5.011, -1.315, 1.133], [-5.457, 0.944, -1.073], [-6.520, -0.422, -0.581], [-4.272, 0.518, 1.015], [-3.369, 1.147, 4.972], [-4.069, 0.195, 4.047], [-3.036, -0.282, 3.210], [-1.847, -0.085, 3.784], [-0.772, -0.625, 3.408], [-2.030, 0.663, 4.876], [-4.847, 0.914, 3.257], [-3.757, 0.940, 5.969], [-3.422, 2.209, 4.731], [-4.652, -0.646, 4.421], [-1.927, 4.475, 1.020], [-2.748, 3.476, 1.797], [-1.799, 3.022, 2.776], [-0.508, 3.201, 2.388], [0.543, 2.894, 2.977], [-0.595, 4.074, 1.341], [-2.963, 2.449, 0.931], [-2.110, 5.510, 1.311], [-2.081, 4.474, -0.059], [-3.711, 3.846, 2.151], [0.107, -1.374, -1.288], [0.145, 0.171, -1.223], [0.234, 0.571, 0.224], [1.375, 0.028, 1.033], [2.249, -0.371, 1.663], [-0.693, -1.705, -0.626], [1.013, -1.888, -0.967], [-0.144, -1.735, -2.285], [-0.849, 0.421, -1.592], [0.918, 0.659, -1.817], [-0.754, 0.456, 0.670], [0.401, 1.647, 0.174]],
  "atomic_forces_ev_per_a": [[0.6476, 0.1389, -0.3629], [-0.9609, 0.4668, 0.7864], [-0.0102, -0.0463, -0.2349], [-0.0315, -0.1120, 0.6956], [-0.1252, -0.1919, -0.5868], [0.2802, -0.0820, -0.2709], [-0.8265, 0.2905, -0.8423], [1.0688, -0.1495, 0.3178], [-0.2157, -0.3915, -0.2412], [-0.4620, 0.0036, 0.2578], [0.5684, -0.0057, 0.3176], [-0.0619, 0.1970, 0.1403], [2.9787, -1.4043, 3.7570], [-1.5518, 0.4826, -2.5344], [0.1601, 0.2585, -0.2422], [-0.7482, 0.1370, -0.2519], [-0.1708, -0.3520, -0.0916], [-0.7019, 0.5057, -0.7957], [0.9083, 0.5976, 1.7349], [-0.2935, -1.8328, 0.4078], [-0.5959, 1.4311, -0.8075], [1.2839, 0.6581, -1.6421], [0.0616, -0.5489, 2.4284], [-0.8388, -0.8862, -1.2800], [-0.6515, -0.0708, -0.0368], [-0.0214, -0.0014, 0.1990], [0.2218, 0.1412, -0.6583], [-0.0616, 0.5669, -0.1789], [0.2912, 0.2904, 0.0863], [0.0077, -0.9374, 0.1905], [-0.5751, 0.0945, 3.9419], [-0.6678, 0.6009, -4.2694], [0.6386, -0.3185, 0.6677], [0.2881, -1.0080, -0.2106], [0.7839, 0.6529, 0.1168], [-0.3341, -0.0207, -0.5755], [0.0477, 0.5659, 0.3234], [-0.4337, 0.1052, -0.2350], [0.0066, 1.7895, -2.4162], [-2.4519, -3.1358, -1.1033], [2.1403, -0.7519, 0.8224], [1.2976, -1.9287, 0.7140], [-0.5660, 2.7066, -0.0239], [-1.1301, -0.8178, -0.8573], [0.5562, 1.7867, 2.5402], [-0.0121, 0.1718, 0.1041], [0.5253, 0.0211, 0.4769], [-0.3468, 0.1615, -0.2864], [0.7193, 1.3522, 0.5146], [0.1032, -0.3966, -1.4935], [-0.9874, 1.0839, 2.0621], [1.8775, -1.4371, -1.8110], [-2.5190, 1.0153, 1.3770], [0.4035, -0.7219, -1.0785], [0.2033, -0.7607, 0.6994], [-0.3949, 0.1793, 0.0978], [0.2679, -0.1561, -0.0006], [0.2374, -0.1743, -0.3793], [0.4307, -1.3768, 1.2598], [0.8032, 0.0551, -0.9215], [-0.3781, -0.8091, -0.5653], [4.1866, -2.3807, -0.7985], [-4.5122, 2.6610, 1.4714], [1.1114, 0.5991, 0.6812], [-2.0686, 1.0917, -1.4457], [0.4082, 0.4389, 0.2428], [-0.1321, -0.2455, -0.3036], [0.1953, 0.0563, 0.3584], [0.5175, 0.5331, 0.2977], [1.8875, 0.2753, -0.6916], [-1.7561, -1.1410, 0.9643], [2.6508, 1.9310, 1.0453], [-4.5207, 0.4951, -2.4367], [1.2705, -0.1823, -0.4392], [-0.6478, -1.0178, -0.0581], [0.2493, 0.0136, 0.4861], [0.0408, -0.5814, 0.0733], [0.3229, -0.3765, 0.7309], [0.2466, 0.0304, -0.3745], [-0.0993, -2.0970, -0.2137], [0.5423, 1.4491, 0.3818], [-1.2156, 0.1433, -0.4997], [-0.0305, 0.1078, -0.1656], [-0.0874, -0.0601, -0.0092], [0.2347, 0.2516, 0.0144], [-0.0559, 0.0982, 0.0249], [0.1394, 0.6756, -0.0475], [-0.0151, -0.2544, -0.1210], [0.3434, -0.5021, 0.6134], [0.1118, 0.3060, 0.4669]],
  "mulliken_charge": [-0.72, -0.41, 0.27, 0.26, 0.29, 0.37, -0.57, -0.48, 0.24, 0.12, 0.28, 0.19, -0.70, -0.59, 0.45, 0.05, 0.43, 0.32, -0.32, 0.23, -0.34, 0.65, -0.51, -0.24, -0.31, 0.22, 0.23, 0.36, -0.48, 0.43, -0.22, 0.59, -0.57, -0.35, -0.28, 0.28, 0.35, 0.29, -0.09, 0.56, -0.39, 0.60, -0.55, -0.38, -0.32, -0.01, 0.29, 0.29, -0.58, 0.98, 0.13, 0.42, -0.53, -0.39, -0.30, 0.33, 0.35, -0.41, -0.36, 0.29, -0.03, 0.54, -0.57, -0.34, -0.33, 0.33, 0.19, 0.32, -0.49, 0.28, -0.24, 0.67, -0.56, -0.34, -0.24, 0.31, 0.28, 0.35, -0.40, -0.50, 1.18, 0.09, -0.81, -0.24, 0.27, 0.13, 0.29, 0.21, -0.11, 0.08]
}